Computed, not measured: an isolated molecule of C25H20N2O3, with the ωB97M-V functional and the def2-TZVPD basis.

Positions of all 50 atoms, in Å:
C (1.810199, 6.391347, 3.473559)
C (1.340934, 4.991172, 2.932539)
C (0.657656, 4.826988, 1.804770)
C (0.194330, 3.772325, 1.333036)
C (0.540326, 2.704832, 1.980802)
C (1.032371, 2.830701, 3.310910)
C (1.405095, 4.118685, 3.745938)
H (2.196749, 3.983125, 4.752493)
H (1.309308, 1.857988, 4.006827)
C (-0.145988, 1.359633, 1.578622)
N (-1.211343, 1.343115, 1.017484)
C (-1.637231, 0.291329, 0.512535)
C (-2.740509, 0.474231, -0.632748)
C (-3.535729, -0.798684, -0.882225)
C (-2.909853, -2.006176, -0.558011)
C (-2.061004, -2.045470, 0.287679)
C (-1.297373, -0.916943, 0.572079)
C (-0.141976, -0.967668, 1.485515)
C (0.490752, -0.029069, 2.000819)
H (1.234274, 0.117480, 2.638090)
C (0.726520, -2.303313, 1.829058)
O (0.699592, -2.659039, 3.086174)
N (0.974297, -3.120117, 0.820168)
C (0.693847, -2.740010, -0.553622)
C (1.284146, -1.650208, -1.015128)
C (0.791432, -1.311730, -2.513131)
C (0.352609, -2.140826, -3.467965)
C (0.233726, -3.678033, -2.724551)
C (0.387467, -3.710009, -1.471883)
H (0.301325, -4.805162, -1.169679)
H (-0.059181, -4.407862, -3.420396)
O (0.128091, -1.992198, -4.628392)
C (-0.199026, -0.687074, -4.899187)
C (1.026395, 0.254978, -4.410672)
H (0.898687, 1.291672, -4.577461)
O (0.943731, -0.110730, -2.791626)
H (2.100717, -0.269237, -4.757267)
H (-0.475921, -0.522349, -5.975985)
H (-1.130285, -0.293271, -4.426526)
H (1.327269, -0.680739, -0.349684)
H (1.234660, -3.966336, 0.852866)
H (-1.845985, -3.023376, 0.727193)
H (-3.577611, -2.775711, -0.867823)
H (-4.354744, -0.521116, -1.664709)
H (-3.131770, 1.410363, -0.621703)
H (-0.374955, 3.646221, 0.315937)
H (0.453520, 5.914851, 1.113454)
H (2.812639, 6.617945, 2.820172)
H (2.155758, 6.317014, 4.630912)
H (1.182017, 7.292060, 3.389181)

Forces on atoms 1 to 3 (eV/Å):
C 3.64 0.09 -0.11
C 0.15 13.48 -3.33
C 0.19 12.28 -3.66

Output
SMILES: Cc1ccc(-c2cc(C(=O)Nc3ccc4c(c3)OCCO4)c3ccccc3n2)cc1
ΔE to the lowest compared entry with this formula, charge and spin in kJ/mol: 1947.5
Kohn-Sham gap in Ha: 0.287
Largest force on an atom in hartree/bohr: 0.3528
Charge: 0